Entry 1:
Molecular formula: C35H32FGaN3O2STe
Method: DFT, ωB97M-V/def2-TZVPD

Atoms and positions in Å:
Ga (-0.29, 1.64, 0.98)
O (2.24, 2.86, 0.92)
C (3.11, 2.26, 0.30)
C (4.51, 2.25, 0.76)
C (5.40, 1.41, 0.24)
C (5.01, 0.40, -0.78)
C (3.74, 0.72, -1.48)
C (2.82, 1.55, -0.98)
C (1.56, 1.82, -1.69)
N (0.49, 2.13, -1.07)
N (-0.60, 2.42, -1.87)
C (-1.61, 2.79, -1.13)
O (-1.60, 2.85, 0.16)
C (-2.86, 3.21, -1.82)
C (-3.02, 3.03, -3.19)
C (-4.19, 3.45, -3.81)
C (-5.20, 4.05, -3.07)
C (-5.05, 4.22, -1.70)
C (-3.88, 3.79, -1.07)
H (4.74, 2.92, 1.58)
H (6.41, 1.37, 0.63)
H (5.82, 0.23, -1.50)
H (3.53, 0.18, -2.40)
H (1.54, 1.74, -2.78)
H (-2.22, 2.56, -3.74)
H (-4.31, 3.30, -4.88)
H (-6.11, 4.38, -3.56)
H (-5.83, 4.68, -1.12)
H (-3.75, 3.90, 0.00)
F (-5.11, 4.86, 4.06)
C (-3.90, 4.27, 3.82)
C (-3.75, 2.92, 4.04)
C (-2.52, 2.33, 3.78)
C (-1.44, 3.08, 3.30)
C (-0.16, 2.42, 2.89)
C (-1.63, 4.46, 3.11)
C (-2.86, 5.06, 3.37)
H (-4.59, 2.34, 4.39)
H (-2.40, 1.27, 3.93)
H (0.01, 1.56, 3.54)
H (0.67, 3.12, 2.98)
H (-0.82, 5.06, 2.73)
H (-3.02, 6.12, 3.22)
C (-0.26, -7.58, -1.19)
C (-0.40, -6.12, -0.83)
C (-0.37, -5.13, -1.81)
C (-0.49, -3.78, -1.48)
C (-0.46, -2.78, -2.62)
C (-0.62, -3.36, -0.14)
Te (-0.77, -0.87, 0.24)
C (-0.70, -4.37, 0.82)
C (-0.94, -4.03, 2.28)
C (-0.58, -5.71, 0.48)
H (-0.12, -7.71, -2.26)
H (-1.15, -8.15, -0.90)
H (0.60, -8.03, -0.68)
H (-0.27, -5.42, -2.85)
H (-0.35, -3.29, -3.58)
H (0.36, -2.06, -2.52)
H (-1.37, -2.18, -2.66)
H (-1.34, -3.02, 2.38)
H (-0.01, -4.08, 2.86)
H (-1.65, -4.73, 2.72)
H (-0.63, -6.47, 1.27)
S (1.14, -1.37, 1.78)
C (2.52, -1.49, 0.69)
N (2.36, -2.27, -0.44)
C (3.46, -2.67, -1.16)
C (4.67, -2.14, -0.96)
C (4.86, -1.01, 0.01)
C (3.71, -0.94, 0.97)
H (1.50, -2.79, -0.52)
H (3.28, -3.45, -1.88)
H (5.52, -2.50, -1.53)
H (5.81, -1.11, 0.54)
H (3.81, -0.36, 1.88)

The value obtained for the maximum force is 0.56 eV/A. As for the gap between HOMO and LUMO: 5.10 eV. The value obtained for the LUMO energy is 2.08 eV. The calculation puts the relative energy (zero: lowest compared OMol25 entry of this formula, charge and spin) at 0.0 kJ/mol. As for the charge: -1. For the electronic energy, the calculation gives -118602.2609 eV.

Let us look at the Löwdin charges, expressed in e, one per atom: 0.345 0.046 -0.334 0.001 -0.048 -0.243 0.018 -0.112 -0.079 -0.067 0.083 -0.442 -0.095 -0.136 -0.032 -0.093 -0.104 -0.085 -0.015 0.116 0.117 0.142 0.129 0.130 0.105 0.095 0.093 0.098 0.113 0.017 -0.301 -0.021 -0.040 -0.323 -0.202 -0.045 -0.026 0.111 0.115 0.050 0.048 0.115 0.110 -0.072 -0.296 -0.047 -0.345 -0.114 -0.338 0.821 -0.321 -0.110 -0.041 0.064 0.071 0.071 0.099 0.062 0.045 0.061 0.026 0.062 0.068 0.111 0.484 -0.691 0.021 -0.118 -0.077 -0.253 -0.106 0.065 0.121 0.094 0.127 0.102

Entry 2:
Molecular formula: C35H32GeIrNSSe
Method: DFT, ωB97M-V/def2-TZVPD

Atoms and positions in Å:
Ir (1.45, 1.72, -0.22)
S (5.08, 4.22, -1.07)
C (5.55, 2.59, -1.19)
C (4.53, 1.71, -0.96)
C (3.31, 2.38, -0.65)
C (3.48, 3.76, -0.69)
C (2.33, 4.58, -0.44)
C (2.30, 5.97, -0.50)
C (1.12, 6.64, -0.28)
C (-0.03, 5.90, -0.01)
C (0.07, 4.52, 0.04)
N (1.22, 3.84, -0.16)
H (6.57, 2.34, -1.43)
H (4.66, 0.64, -0.99)
H (3.21, 6.51, -0.72)
H (1.08, 7.72, -0.33)
H (-0.98, 6.37, 0.17)
H (-0.80, 3.94, 0.28)
C (-1.87, 2.49, -2.05)
Ge (-1.15, 1.42, -0.58)
C (-1.93, 1.98, 1.15)
C (-1.24, 2.43, 2.28)
C (-1.90, 2.70, 3.46)
C (-3.28, 2.54, 3.53)
C (-3.98, 2.10, 2.42)
C (-3.31, 1.82, 1.24)
C (-1.76, -0.42, -0.85)
C (-2.30, -0.75, -2.07)
C (-2.78, -2.05, -2.34)
C (-2.68, -3.02, -1.39)
C (-2.12, -2.73, -0.12)
C (-2.01, -3.74, 0.87)
C (-1.49, -3.47, 2.10)
C (-1.04, -2.16, 2.39)
C (-1.11, -1.18, 1.45)
C (-1.65, -1.43, 0.16)
H (-2.94, 2.30, -2.10)
H (-1.41, 2.24, -3.00)
H (-1.72, 3.56, -1.88)
H (-0.16, 2.55, 2.25)
H (-1.35, 3.05, 4.33)
H (-3.80, 2.74, 4.46)
H (-5.05, 1.96, 2.48)
H (-3.88, 1.47, 0.39)
H (-2.39, 0.00, -2.85)
H (-3.21, -2.27, -3.31)
H (-3.04, -4.02, -1.58)
H (-2.37, -4.74, 0.63)
H (-1.42, -4.24, 2.85)
H (-0.64, -1.94, 3.37)
H (-0.77, -0.18, 1.70)
C (0.63, -6.37, -0.35)
C (0.98, -4.91, -0.41)
C (1.54, -4.26, 0.68)
C (1.84, -2.91, 0.66)
C (2.49, -2.26, 1.85)
C (1.56, -2.21, -0.52)
Se (1.90, -0.35, -0.58)
C (1.04, -2.83, -1.66)
C (0.83, -2.13, -2.98)
C (0.74, -4.18, -1.57)
H (0.80, -6.78, 0.64)
H (1.24, -6.93, -1.06)
H (-0.41, -6.53, -0.62)
H (1.75, -4.83, 1.59)
H (2.44, -2.92, 2.72)
H (2.01, -1.32, 2.11)
H (3.55, -2.05, 1.66)
H (0.75, -1.05, -2.89)
H (-0.08, -2.50, -3.45)
H (1.67, -2.36, -3.64)
H (0.33, -4.68, -2.43)

The value obtained for the maximum force is 2.41 eV/A. Its multiplicity is 2. The expectation value of S² is 0.7673. As for the gap between HOMO and LUMO (spin up / spin down): 5.35 / 5.46 eV. The value obtained for the LUMO energy (spin up / spin down) is -5.17 / -5.05 eV. The calculation puts the relative energy (zero: lowest compared OMol25 entry of this formula, charge and spin) at 176.6 kJ/mol. As for the charge: +1. For the electronic energy, the calculation gives -173833.6942 eV.

Let us look at the Löwdin charges, expressed in e, one per atom: 0.726 1.086 -0.392 -0.210 -0.344 -0.531 -0.269 0.001 -0.024 -0.029 -0.131 -0.063 0.079 0.075 0.118 0.124 0.120 0.057 -0.219 0.887 -0.352 -0.150 -0.071 -0.071 -0.066 -0.100 -0.276 -0.108 -0.069 -0.021 -0.165 -0.029 -0.068 -0.065 -0.058 -0.186 0.035 0.029 0.013 0.082 0.109 0.109 0.110 0.107 0.094 0.111 0.120 0.117 0.111 0.113 0.074 -0.031 -0.249 -0.001 -0.293 -0.061 -0.438 0.902 -0.285 -0.054 -0.004 0.081 0.091 0.084 0.127 0.088 0.059 0.092 0.040 0.080 0.099 0.135

Entry 3:
Molecular formula: C35H32N9OS2V
Method: DFT, ωB97M-V/def2-TZVPD

Atoms and positions in Å:
V (-0.37, 0.57, -0.08)
N (-0.81, 1.34, -4.39)
C (-0.87, 0.79, -3.16)
S (-1.41, 1.78, -1.84)
N (-0.53, -0.46, -3.02)
N (-0.64, -0.87, -1.72)
C (-0.87, -2.11, -1.51)
C (-1.13, -3.13, -2.56)
C (-2.28, -3.91, -2.46)
C (-2.57, -4.86, -3.42)
C (-1.70, -5.06, -4.48)
C (-0.55, -4.28, -4.59)
C (-0.28, -3.31, -3.64)
C (-0.87, -2.48, -0.08)
C (-0.91, -3.79, 0.37)
C (-0.90, -4.03, 1.73)
C (-0.87, -2.95, 2.60)
C (-0.82, -1.68, 2.07)
N (-0.80, -1.44, 0.76)
H (-1.18, 2.26, -4.53)
H (-0.69, 0.73, -5.18)
H (-2.97, -3.76, -1.63)
H (-3.47, -5.45, -3.34)
H (-1.92, -5.81, -5.23)
H (0.12, -4.42, -5.42)
H (0.59, -2.67, -3.76)
H (-0.93, -4.60, -0.34)
H (-0.92, -5.04, 2.11)
H (-0.88, -3.08, 3.67)
H (-0.79, -0.82, 2.72)
N (0.92, 0.68, 1.65)
C (0.65, 1.12, 3.01)
C (1.75, 1.10, 3.86)
C (1.65, 1.54, 5.16)
C (0.43, 2.01, 5.61)
C (-0.66, 2.02, 4.76)
C (-0.60, 1.57, 3.43)
C (-1.84, 1.50, 2.60)
C (-3.06, 1.91, 3.16)
C (-4.26, 1.78, 2.48)
C (-4.29, 1.16, 1.24)
C (-3.09, 0.74, 0.69)
C (-1.87, 0.99, 1.30)
H (1.58, 1.34, 1.26)
H (1.43, -0.22, 1.65)
H (2.70, 0.74, 3.48)
H (2.52, 1.53, 5.81)
H (0.32, 2.37, 6.62)
H (-1.60, 2.37, 5.17)
H (-3.10, 2.35, 4.14)
H (-5.17, 2.13, 2.94)
H (-5.22, 0.99, 0.72)
H (-3.12, 0.23, -0.27)
O (1.35, 0.86, -0.85)
C (2.29, 1.77, -1.07)
C (3.54, 1.37, -1.58)
C (4.52, 2.30, -1.84)
C (4.31, 3.65, -1.60)
C (3.09, 4.05, -1.09)
C (2.07, 3.13, -0.83)
C (0.80, 3.59, -0.29)
N (-0.11, 2.87, 0.36)
C (-1.12, 3.74, 0.72)
C (-0.81, 4.99, 0.28)
N (0.40, 4.88, -0.35)
H (3.72, 0.32, -1.75)
H (5.48, 1.96, -2.23)
H (5.09, 4.38, -1.79)
H (2.95, 5.10, -0.86)
H (-2.00, 3.43, 1.24)
H (-1.34, 5.92, 0.36)
H (0.90, 5.62, -0.81)
N (2.36, -1.94, -1.35)
C (2.61, -2.78, -0.35)
N (2.89, -4.06, -0.69)
S (2.57, -2.32, 1.27)
H (2.26, -2.27, -2.30)
H (2.02, -1.00, -1.15)
H (3.10, -4.31, -1.64)
H (3.22, -4.66, 0.05)

The value obtained for the maximum force is 1.51 eV/A. Its multiplicity is 2. The expectation value of S² is 0.7894. As for the gap between HOMO and LUMO (spin up / spin down): 6.52 / 6.86 eV. The value obtained for the LUMO energy (spin up / spin down) is -3.79 / -3.51 eV. The calculation puts the relative energy (zero: lowest compared OMol25 entry of this formula, charge and spin) at 12.1 kJ/mol. As for the charge: +1. For the electronic energy, the calculation gives -99629.1943 eV.

Let us look at the Löwdin charges, expressed in e, one per atom: 0.802 0.106 -0.776 0.839 0.026 -0.051 -0.161 -0.173 -0.036 -0.061 -0.068 -0.064 -0.038 -0.197 0.013 -0.020 -0.017 -0.096 0.054 0.092 0.111 0.123 0.111 0.110 0.109 0.093 0.123 0.124 0.123 0.105 0.018 -0.221 -0.016 -0.064 -0.064 -0.016 -0.110 -0.203 -0.035 -0.066 -0.062 -0.143 -0.215 0.096 -0.001 0.122 0.111 0.111 0.099 0.099 0.110 0.111 0.076 -0.275 -0.299 0.004 -0.063 -0.076 -0.027 -0.082 -0.283 0.004 -0.115 -0.043 0.133 0.105 0.112 0.108 0.110 0.103 0.122 0.156 0.120 -0.943 0.091 0.650 0.100 0.049 0.107 0.091